116
Properties=species:S:1:pos:R:3:forces:R:3 method="wB97M-V/def2-TZVPD" homo_lumo_gap_ev=7.8496 total_charge=0 molar_mass_g_mol=979.4 total_energy_ha=-4600.46804 spin_multiplicity=1 homo_ev=-8.546
C 4.441 -3.925 0.167 -0.2 0.9 1.9
O 5.667 -4.128 -0.609 -2.3 -0.5 -0.4
C 5.420 -4.496 -2.007 0.3 -1.9 0.3
Si 6.269 -3.204 -3.126 -0.9 1.4 -2.1
C 7.988 -2.603 -2.675 3.3 -1.2 2.6
C 9.130 -3.919 -2.324 -2.2 -2.6 -1.8
C 8.969 -5.326 -3.323 1.0 0.3 6.5
O 8.527 -5.236 -1.737 2.5 4.2 -2.1
O 5.343 -1.699 -3.404 -0.9 -3.1 1.7
Si 3.704 -1.766 -2.871 1.8 0.7 -1.0
C 2.590 -3.116 -3.716 -1.8 -1.2 -0.6
C 1.259 -3.357 -2.744 -2.9 4.2 4.5
O 0.804 -2.430 -1.863 3.4 -6.7 -6.3
F 0.428 -4.619 -2.798 2.9 3.4 -0.2
P 2.769 0.182 -3.469 -1.2 2.0 0.1
O 3.274 1.351 -2.282 -0.3 -2.4 0.1
Cl 3.587 0.842 -5.350 0.0 -0.6 1.6
C 6.309 -4.006 -4.924 0.8 0.2 -1.7
C 7.530 -3.367 -5.859 -0.3 0.1 -0.3
F 5.042 -3.674 -5.677 1.9 -0.8 1.5
H 4.378 -2.755 0.393 -0.2 -2.6 -0.5
H 3.457 -4.332 -0.312 1.9 0.8 0.5
H 4.524 -4.447 1.237 0.1 1.0 -2.4
H 4.305 -4.771 -2.265 2.0 0.8 0.7
H 5.999 -5.528 -2.179 -1.1 2.1 0.2
H 8.527 -1.929 -3.466 -1.2 -1.2 1.6
H 7.969 -2.104 -1.590 -0.1 -0.6 -2.5
H 10.297 -3.581 -1.996 -3.5 -1.3 -0.9
H 7.944 -5.840 -3.501 2.2 1.2 -1.2
H 9.975 -5.915 -3.072 -2.4 0.8 -1.8
H 3.508 -1.817 -1.402 0.2 -0.1 -0.2
H 3.152 -4.104 -3.989 -1.3 1.8 0.6
H 2.196 -2.669 -4.750 0.6 -1.0 2.2
H 3.061 0.928 -1.382 0.4 1.0 -1.7
H 6.385 -5.173 -4.877 -0.3 2.1 -0.4
H 7.250 -2.237 -6.121 0.5 -2.6 0.5
H 8.564 -3.324 -5.313 -2.1 -0.3 -0.8
H 7.680 -4.010 -6.851 -0.5 1.5 2.2
C -1.739 -0.770 2.602 -0.2 -0.2 0.2
C -0.809 -0.421 1.454 -1.1 -0.6 0.6
C 0.540 -1.069 1.529 0.1 -1.0 -0.1
O 1.346 -0.176 0.777 0.0 1.1 -0.2
C 0.767 1.055 0.899 0.7 2.1 -0.5
O 1.285 2.103 0.545 -1.0 -2.3 0.7
O -0.470 0.959 1.475 1.3 0.5 -0.6
H -1.193 -1.170 3.463 0.0 0.2 -0.1
H -2.298 0.106 2.946 0.1 -0.2 -0.2
H -2.454 -1.539 2.293 0.1 0.2 0.1
H -1.305 -0.621 0.496 0.2 0.0 0.0
H 0.552 -2.070 1.088 0.1 0.2 -0.1
H 0.947 -1.121 2.545 -0.2 0.1 0.0
C 2.040 5.123 -1.235 0.1 -0.4 -0.1
C 1.598 6.248 -0.318 0.4 -1.3 -0.4
C 0.119 6.496 -0.309 -0.6 -0.8 0.2
O 0.044 7.858 0.082 0.6 0.9 -0.2
C 1.202 8.442 -0.347 0.6 2.2 -0.2
O 1.409 9.646 -0.358 -0.6 -2.6 0.0
O 2.099 7.500 -0.768 -0.7 1.3 0.4
H 1.278 4.880 -1.983 0.1 0.1 0.1
H 2.958 5.381 -1.773 -0.1 0.0 0.2
H 2.222 4.210 -0.657 0.0 0.2 -0.1
H 1.989 6.084 0.694 -0.1 0.1 0.0
H -0.411 5.857 0.403 0.0 0.3 0.0
H -0.348 6.399 -1.295 0.3 -0.1 0.1
C -4.442 10.040 -2.920 -0.1 0.4 0.0
C -3.585 8.887 -2.432 -0.7 1.0 0.0
C -2.116 9.059 -2.677 0.5 0.8 0.5
O -1.657 7.717 -2.712 -0.6 -0.8 -0.3
C -2.710 6.965 -3.148 0.0 -2.5 -0.8
O -2.635 5.793 -3.484 -0.1 2.7 0.8
O -3.864 7.700 -3.162 0.9 -0.9 -0.1
H -3.915 10.661 -3.652 0.0 -0.2 0.0
H -5.363 9.683 -3.393 0.2 0.0 0.2
H -4.712 10.694 -2.084 0.0 -0.1 -0.1
H -3.800 8.679 -1.377 0.2 0.0 -0.1
H -1.618 9.619 -1.881 0.1 -0.3 -0.1
H -1.883 9.524 -3.642 -0.2 0.0 0.1
C -2.053 -2.632 -3.984 0.3 0.2 0.2
C -2.610 -3.394 -5.172 0.7 0.3 1.0
C -2.562 -2.643 -6.469 0.7 0.2 -0.4
O -3.611 -3.250 -7.208 -0.7 -0.4 0.4
C -4.517 -3.696 -6.288 -2.6 -0.9 -0.5
O -5.637 -4.100 -6.558 2.7 1.0 0.6
O -4.005 -3.625 -5.022 -0.7 -0.1 -1.0
H -2.002 -1.555 -4.176 -0.1 -0.1 0.0
H -2.668 -2.778 -3.090 0.2 -0.1 -0.2
H -1.034 -2.965 -3.762 -0.4 0.1 0.0
H -2.123 -4.374 -5.252 0.0 0.1 -0.1
H -1.606 -2.755 -6.987 -0.3 0.0 -0.1
H -2.791 -1.576 -6.366 0.1 -0.1 0.2
C -2.641 2.511 6.456 0.1 0.4 0.1
C -3.597 1.332 6.429 0.4 1.2 -0.2
C -4.101 0.912 7.776 -0.5 0.5 0.5
O -4.425 -0.453 7.564 0.6 -0.4 -0.8
C -3.596 -0.893 6.572 0.4 -2.4 -0.8
O -3.454 -2.063 6.254 -0.4 2.7 0.8
O -2.940 0.153 5.984 -0.4 -1.2 0.4
H -2.214 2.669 7.452 0.0 -0.1 -0.1
H -1.808 2.368 5.760 -0.3 0.0 0.0
H -3.166 3.433 6.184 0.1 -0.2 0.0
H -4.419 1.532 5.730 0.0 -0.1 0.2
H -4.983 1.476 8.092 0.1 -0.3 0.0
H -3.342 0.963 8.565 0.0 0.1 -0.2
C -6.043 -2.600 8.519 0.1 0.0 0.0
C -7.162 -3.298 9.270 1.1 0.6 -0.3
C -7.269 -4.768 8.999 0.6 -0.6 0.3
O -8.634 -5.029 9.285 -0.7 0.6 -0.1
C -9.305 -3.866 9.035 -2.7 0.3 -0.2
O -10.521 -3.763 8.986 2.9 -0.3 0.1
O -8.434 -2.830 8.841 -1.0 -0.8 0.1
H -5.696 -3.188 7.663 -0.1 0.1 0.1
H -6.363 -1.624 8.139 0.0 -0.3 0.3
H -5.179 -2.451 9.175 -0.2 0.0 -0.1
H -7.082 -3.087 10.344 -0.1 -0.2 -0.1
H -6.616 -5.365 9.642 -0.3 0.0 -0.1
H -7.083 -5.036 7.953 0.1 0.2 0.1


109
Properties=species:S:1:pos:R:3:forces:R:3 method="wB97M-V/def2-TZVPD" de_lowest_ev=2.508 homo_lumo_gap_ev=8.2855 total_charge=+1 molar_mass_g_mol=834.8 total_energy_ha=-3473.06701 spin_multiplicity=1 homo_ev=-10.703
C 1.240 -0.911 1.867 -0.5 0.0 -1.7
C 0.999 -0.211 0.907 0.2 -0.4 0.4
C 0.902 0.560 -0.390 -1.0 0.6 2.2
P -0.800 -0.081 -0.999 -0.6 -3.9 -3.1
N -0.506 -1.301 -1.951 0.6 0.8 0.0
O -1.791 0.867 -1.896 -0.1 1.3 1.5
O -1.644 -0.718 0.232 0.2 2.3 -0.3
N 1.889 0.069 -1.294 0.1 0.5 1.2
P 2.714 -1.477 -1.174 0.9 -1.5 -1.0
N 3.810 -1.475 0.193 -0.7 0.2 -0.7
O 1.718 -2.673 -0.639 0.7 1.0 -0.1
C 2.672 0.945 -2.156 0.7 0.5 -0.4
C 2.432 0.713 -3.703 -0.9 -0.9 1.4
O 3.636 0.280 -4.339 -0.6 0.9 0.1
C 4.485 1.273 -4.638 1.3 -0.5 -1.2
F 3.920 2.326 -5.250 -0.3 0.1 0.3
F 5.170 1.752 -3.578 -0.4 0.1 0.3
F 5.391 0.775 -5.476 -0.1 0.0 0.1
C 2.722 2.458 -1.778 1.3 -1.2 -0.1
N 1.470 2.984 -1.101 1.0 0.2 -1.5
C 0.525 2.999 -2.272 -1.2 1.4 -1.9
C -0.678 3.965 -2.316 -1.5 -0.1 -0.2
C -0.958 4.492 -3.764 0.6 -1.2 0.6
C 1.835 4.376 -0.676 -0.3 1.2 0.1
C 2.289 5.347 -1.771 -0.1 2.2 0.8
C 2.116 6.785 -1.169 -0.1 -0.5 0.7
F 3.651 5.259 -2.043 -0.3 -0.9 -0.3
C 1.024 2.115 0.074 0.4 -1.6 1.0
C -0.204 2.662 0.862 0.0 1.1 0.0
C -1.593 3.259 0.579 -2.0 0.1 0.6
C -2.864 2.418 0.267 -0.8 0.8 -0.1
C -4.116 3.068 0.945 0.9 1.0 -0.9
C -5.439 2.765 0.216 0.3 0.3 1.6
O -5.955 1.522 0.667 0.3 0.2 -1.2
C -5.559 0.420 -0.154 -0.4 -0.4 0.6
C 2.153 2.044 1.201 -0.1 1.1 0.7
C 1.903 2.401 2.553 -0.3 0.5 0.2
C 2.910 2.349 3.507 -0.6 -0.3 -1.9
C 4.121 1.904 3.010 2.6 0.1 3.0
N 4.472 1.486 1.814 -1.9 0.6 -0.2
C 3.437 1.579 0.972 0.6 -0.8 -1.9
H 1.446 -1.810 2.417 -0.1 0.5 0.4
H -0.925 -1.175 -2.866 0.1 -0.3 0.0
H -1.580 0.858 -2.835 0.1 -0.4 0.1
H -2.563 -0.744 -0.093 -0.1 -0.4 0.3
H 4.664 -1.046 -0.167 0.0 0.0 0.3
H 4.042 -2.464 0.304 -0.1 0.1 0.2
H 1.440 -3.112 -1.456 -0.5 0.0 0.2
H 3.724 0.628 -2.031 -0.3 0.2 -0.1
H 1.957 1.576 -4.183 0.4 -0.2 -0.2
H 1.748 -0.146 -3.747 0.3 0.2 -0.3
H 3.614 2.736 -1.205 -0.6 -0.4 0.4
H 2.954 2.951 -2.728 -0.8 0.4 0.3
H 0.259 1.994 -2.621 0.0 0.0 0.9
H 1.036 3.366 -3.179 0.8 -0.2 0.8
H -0.634 4.846 -1.669 0.4 -0.4 0.1
H -1.583 3.393 -2.066 0.3 0.4 0.4
H -1.776 5.216 -3.773 0.3 -0.1 0.0
H -0.032 4.897 -4.197 -0.4 0.1 -0.1
H -1.263 3.602 -4.339 0.1 0.5 -0.2
H 2.621 4.386 0.093 -0.2 -0.6 -0.3
H 0.978 4.873 -0.207 0.0 -0.6 -0.2
H 1.698 5.354 -2.692 0.4 -0.6 0.0
H 3.043 7.356 -1.289 -0.4 -0.1 -0.4
H 1.249 7.310 -1.585 0.3 -0.1 0.0
H 1.964 6.722 -0.078 0.0 0.1 -0.3
H -0.412 1.912 1.639 0.4 0.2 -0.2
H 0.246 3.562 1.313 -0.1 -0.7 0.3
H -1.684 4.195 0.010 0.6 -0.5 -0.2
H -1.906 3.652 1.572 0.8 -0.2 -0.1
H -2.838 1.378 0.608 0.4 0.2 -0.4
H -3.078 2.529 -0.804 0.2 -0.8 0.3
H -4.145 2.878 2.027 -0.3 -0.2 -0.3
H -3.951 4.163 0.846 -0.2 -0.3 0.1
H -6.152 3.550 0.515 0.0 -0.4 -0.2
H -5.300 2.829 -0.875 -0.1 -0.2 0.2
H -6.480 -0.074 -0.499 0.4 0.0 0.0
H -4.942 0.705 -1.019 -0.2 0.1 0.2
H -4.993 -0.288 0.474 -0.2 0.1 -0.2
H 0.939 2.741 2.914 0.2 -0.1 -0.2
H 2.760 2.637 4.542 0.1 -0.1 -0.2
H 4.941 1.894 3.744 -0.2 -0.1 -0.3
H 3.687 1.195 -0.014 -0.1 0.1 0.3
C -1.483 -4.892 3.743 0.2 0.4 0.4
C -2.417 -4.472 2.639 0.5 -0.3 0.7
C -2.289 -3.034 2.227 0.3 0.1 -0.4
O -3.588 -2.756 1.690 -0.1 0.0 0.0
C -4.463 -3.589 2.325 -0.2 -0.2 0.2
O -5.645 -3.505 2.249 0.0 0.1 -0.1
O -3.797 -4.518 3.058 -0.2 0.4 -0.5
H -1.799 -5.842 4.173 0.1 -0.1 -0.1
H -0.452 -5.002 3.358 -1.1 0.3 0.4
H -1.483 -4.160 4.557 -0.2 0.0 -0.1
H -2.308 -5.146 1.783 -0.1 0.1 -0.1
H -1.518 -2.876 1.476 -0.2 0.1 -0.1
H -2.114 -2.358 3.069 0.0 -0.1 0.1
C -1.503 -10.233 2.670 0.0 0.1 0.4
C -0.829 -9.120 1.905 -0.4 -0.7 0.3
C 0.612 -9.379 1.557 0.1 -0.2 -0.3
O 1.129 -8.046 1.442 -0.1 0.2 0.2
C 0.379 -7.260 2.249 0.0 -0.1 0.1
O 0.641 -6.131 2.531 0.9 -0.7 -0.6
O -0.711 -7.928 2.702 0.3 0.3 -0.3
H -2.434 -9.881 3.116 0.0 0.0 -0.1
H -1.725 -11.074 2.013 0.0 0.1 0.0
H -0.874 -10.588 3.487 0.0 0.0 -0.1
H -1.417 -8.868 1.018 0.1 0.1 0.0
H 0.733 -9.925 0.624 0.1 0.2 -0.1
H 1.162 -9.893 2.348 -0.1 0.0 0.1